No. 1
Density functional theory data (wB97M-V/def2-TZVPD) for the molecule C3H4N2O2.

Geometry (Å):
N  -1.8175  -0.4071  -0.1188
C  -0.5076  -0.0854  0.1778
C  0.0503  0.9995  0.7298
O  1.4489  0.8378  0.7689
C  1.6732  -0.0790  -0.2006
O  2.5979  -0.0367  -0.9496
N  0.5224  -0.9410  -0.2741
H  -1.9045  -0.8458  -1.0285
H  -2.4533  0.3718  0.0009
H  -0.2364  2.0349  0.7180
H  0.6265  -1.8489  0.1762

Lowest unoccupied orbital energy (eV): 0.7
Gap between HOMO and LUMO (eV): 9.3
Structure (SMILES): Nc1coc(=O)[nH]1
E_tot (eV): -10250.08347
2S+1: 1
Energy relative to the best compared isomer or geometry (same formula, charge and spin) (kcal per mole): 50.3
E_HOMO (eV): -8.5



No. 2
Density functional theory data (wB97M-V/def2-TZVPD) for the molecule C15H10ClN7 in a non-equilibrium geometry.

Geometry (Å):
Cl  -0.0303  -3.0390  -0.2592
C  0.2778  -1.7490  0.9691
C  0.7766  -2.1534  2.2334
C  1.2402  -1.1692  3.1979
C  1.6649  -1.6149  4.5217
N  1.7860  -2.9189  4.9248
N  2.3838  -2.8866  6.1132
N  2.6039  -1.5677  6.3837
N  2.1266  -0.7382  5.3951
C  1.0946  0.1616  2.8987
C  0.5850  0.6316  1.6487
C  0.2246  -0.2880  0.7004
C  -0.1695  0.0489  -0.6096
C  -1.4714  -0.1629  -1.0375
C  -1.9299  0.2946  -2.3004
C  -1.0922  0.9998  -3.1538
N  -1.6626  1.5841  -4.2153
C  -2.8883  2.2047  -4.4083
N  -2.9724  2.5781  -5.6608
N  -1.8760  2.0983  -6.2903
C  -1.0774  1.5617  -5.4309
C  0.1931  1.3074  -2.6082
C  0.6903  0.7794  -1.4087
H  0.8607  -3.2070  2.5198
H  3.1278  -1.2883  7.2183
H  1.3872  0.9199  3.6446
H  0.3615  1.6951  1.5496
H  -2.0865  -0.4997  -0.2714
H  -2.9337  0.0573  -2.5528
H  -3.6756  2.3951  -3.6512
H  -0.0865  1.1454  -5.5750
H  0.9089  1.7654  -3.2873
H  1.6588  1.0544  -1.1984

Lowest unoccupied orbital energy (eV): -0.1
Gap between HOMO and LUMO (eV): 8.9
Structure (SMILES): Clc1cc(-c2nn[nH]n2)ccc1-c1ccc(-n2cnnc2)cc1
E_tot (eV): -38667.56891
2S+1: 1
E_HOMO (eV): -9.0



No. 3
Density functional theory data (wB97M-V/def2-TZVPD) for a 5-piece molecular cluster, CH12O5 overall in a non-equilibrium geometry.

Geometry (Å):
C  -1.6296  -1.3883  -0.4401
O  -1.9532  -0.0913  -0.0432
H  -2.4115  -1.7979  -1.3061
H  -0.5634  -1.1188  -1.0688
H  -1.4841  -2.1128  0.4131
H  -1.5920  0.5594  -0.6141
O  -0.7112  -0.1602  2.6273
H  -1.4133  0.4442  2.4357
H  -0.7704  -0.7703  1.9220
O  1.7411  -0.3408  -1.5537
H  1.8972  -0.0032  -0.6791
H  2.4178  -0.0190  -2.1179
O  -0.1867  2.3875  -1.3335
H  0.3745  3.0487  -1.0678
H  0.4542  1.6499  -1.5557
O  2.3234  -0.1707  1.3797
H  1.9487  0.6697  1.5350
H  1.5583  -0.7860  1.4674

Lowest unoccupied orbital energy (eV): 0.3
Gap between HOMO and LUMO (eV): 10.6
Structure (SMILES): CO.O.O.O.O
E_tot (eV): -11467.78254
2S+1: 1
Energy relative to the best compared isomer or geometry (same formula, charge and spin) (kcal per mole): 39.3
E_HOMO (eV): -10.3



No. 4
Density functional theory data (wB97M-V/def2-TZVPD) for a 18-piece molecular cluster, C42H73Cl34N3O5P overall in a non-equilibrium geometry.

Geometry (Å):
C  -3.7551  -3.7162  0.2967
C  -3.2614  -3.7703  1.7619
C  -1.7538  -3.5145  1.9404
C  -1.2039  -2.3107  1.1249
C  -0.6527  -2.8299  -0.2252
O  -0.2091  -1.6668  1.9661
C  -0.1471  -0.3250  1.9519
O  0.0865  0.2916  2.9776
C  -0.3861  0.4895  0.6708
C  -1.4607  1.3959  0.6693
C  -2.3795  1.6763  1.8424
C  -3.5522  0.6705  2.0925
C  -3.1922  -0.3148  3.2343
C  -4.1033  -0.0183  0.8314
C  -1.6774  2.1005  -0.4913
C  -2.7751  3.0885  -0.6608
C  -2.6494  4.3861  -0.1488
C  -3.7578  5.1827  -0.3568
C  -4.8610  4.6745  -1.0190
N  -5.0068  3.4604  -1.5538
C  -3.9165  2.7249  -1.3335
N  -0.8842  1.9078  -1.5532
C  0.1635  1.0921  -1.5797
C  0.9639  1.0375  -2.8481
C  1.0708  2.3918  -3.6295
C  2.5510  2.7578  -3.8111
C  3.2567  1.9266  -4.9114
C  3.9192  2.8204  -5.9628
N  2.9125  3.6624  -6.6608
C  0.4478  0.3515  -0.4481
P  1.9214  -0.7246  -0.5202
O  2.1490  -1.5004  0.6910
O  1.9129  -1.6637  -1.8145
O  3.1798  0.2605  -0.7404
H  -4.8422  -3.8087  0.2199
H  -3.3035  -4.4883  -0.3497
H  -3.4825  -2.7608  -0.1710
H  -3.9044  -3.1119  2.3557
H  -3.4508  -4.7873  2.1485
H  -1.5700  -3.2640  2.9930
H  -1.2073  -4.4307  1.7113
H  -2.0608  -1.6695  0.9142
H  -1.0625  -2.2127  -1.0372
H  0.4319  -2.9027  -0.2481
H  -1.0534  -3.8317  -0.3889
H  -2.8195  2.6716  1.7900
H  -1.7486  1.6964  2.7354
H  -4.3754  1.2722  2.4912
H  -2.4440  0.1009  3.9146
H  -4.0804  -0.5048  3.8469
H  -2.8324  -1.2822  2.8821
H  -4.6691  -0.8956  1.1702
H  -3.3443  -0.4001  0.1446
H  -4.8397  0.6289  0.3488
H  -1.7606  4.7210  0.3743
H  -3.7700  6.2071  -0.0004
H  -5.7281  5.3482  -1.1283
H  -3.9450  1.7095  -1.7414
H  -1.0996  2.4328  -2.3976
H  0.4744  0.2944  -3.4953
H  1.9784  0.6825  -2.6862
H  0.6258  3.1794  -3.0076
H  0.5732  2.3050  -4.5967
H  3.1039  2.5923  -2.8798
H  2.5953  3.8081  -4.1138
H  4.0612  1.3467  -4.4389
H  2.5950  1.2060  -5.4108
H  4.4205  2.1921  -6.7068
H  4.6694  3.4444  -5.4760
H  2.8827  3.3278  -7.6245
H  3.3564  4.5734  -6.7440
H  2.6862  -1.4411  -2.3590
H  3.4652  0.4950  0.1580
C  -7.0943  8.2352  -2.7382
Cl  -8.1911  7.1648  -3.6084
Cl  -6.0705  7.3240  -1.6115
H  -6.4634  8.7547  -3.4712
H  -7.6772  8.9543  -2.1723
C  1.0734  -6.7367  0.5831
Cl  1.3182  -7.9781  1.8168
Cl  -0.6353  -6.5905  0.1429
H  1.4198  -5.7837  0.9702
H  1.6401  -7.0069  -0.3015
C  -4.5560  -7.8484  1.2899
Cl  -3.5685  -7.0389  0.0822
Cl  -4.3676  -7.0659  2.8553
H  -5.5994  -7.8011  1.0010
H  -4.2408  -8.8853  1.3629
C  3.8184  1.6829  3.3058
Cl  3.8326  3.2573  4.1060
Cl  5.2029  1.4958  2.2129
H  3.8621  0.9051  4.0594
H  2.9017  1.5926  2.7335
C  6.2473  3.4641  7.0229
Cl  7.9279  3.1810  6.5526
Cl  6.1086  4.8321  8.1310
H  5.6663  3.6750  6.1326
H  5.8665  2.5752  7.5134
C  -0.9292  -10.5038  -0.9357
Cl  -0.4382  -12.1189  -0.4101
Cl  -2.6202  -10.1758  -0.5464
H  -0.3082  -9.7698  -0.4327
H  -0.7991  -10.4311  -2.0096
C  8.4489  2.5980  -4.0419
Cl  7.1967  1.9387  -2.9757
Cl  7.7847  3.0853  -5.6052
H  8.8904  3.4651  -3.5642
H  9.2033  1.8371  -4.2051
C  5.3254  2.5086  -9.8261
Cl  6.4457  3.2948  -8.7055
Cl  3.6731  3.1516  -9.7291
H  5.6891  2.6699  -10.8343
H  5.2984  1.4472  -9.6066
C  10.2681  5.2205  4.2252
Cl  11.9413  4.9343  3.7342
Cl  10.1373  6.5853  5.3394
H  9.6774  5.4353  3.3419
H  9.8918  4.3321  4.7187
C  7.9326  8.2616  9.2469
Cl  9.3050  8.2940  10.3568
Cl  6.8454  9.6318  9.5127
H  8.3041  8.3049  8.2293
H  7.3772  7.3435  9.4034
C  3.3096  8.3850  10.3876
Cl  4.2681  6.9898  9.8785
Cl  2.3333  8.0203  11.8139
H  3.9841  9.2006  10.6232
H  2.6499  8.6680  9.5754
C  -0.8787  -5.4390  -3.9018
Cl  0.1480  -6.8357  -4.2448
Cl  -1.9344  -5.7342  -2.5161
H  -0.2446  -4.5869  -3.6805
H  -1.4921  -5.2330  -4.7717
C  -2.8896  -9.6189  5.5615
Cl  -4.2282  -10.2036  6.5536
Cl  -3.1458  -9.9712  3.8490
H  -2.8055  -8.5446  5.6859
H  -1.9760  -10.1055  5.8831
C  -7.6394  -9.2329  2.5249
Cl  -9.0429  -9.9042  3.3546
Cl  -7.9765  -8.9344  0.8087
H  -7.3706  -8.2934  2.9959
H  -6.8177  -9.9374  2.6016
C  -3.4137  9.9390  -4.0944
Cl  -3.0827  8.6034  -2.9890
Cl  -5.1502  10.2293  -4.3049
H  -2.9596  10.8398  -3.6979
H  -2.9871  9.7001  -5.0618
C  0.9025  -15.4589  -1.0303
Cl  -0.2292  -16.2499  -2.1326
Cl  1.4526  -16.5579  0.2397
H  1.7630  -15.1210  -1.5965
H  0.4037  -14.6149  -0.5685
C  -7.1051  6.6734  -7.1805
Cl  -5.7250  6.6063  -6.0704
Cl  -8.1362  8.0746  -6.8714
H  -6.7265  6.7393  -8.1939
H  -7.6952  5.7718  -7.0604

Lowest unoccupied orbital energy (eV): -4.1
Gap between HOMO and LUMO (eV): 7.4
Net charge: +1
E_tot (eV): -494492.99182
2S+1: 1
E_HOMO (eV): -11.5